(1)
A cluster of 2 separate species, C5H12OS in total. Source: the OMol25 dataset; level of theory: wB97M-V/def2-TZVPD.

Calculated values
2S+1: 3
Net charge: 0
Orbital gap (alpha / beta) (eV): 6.21 / 9.02
HOMO (alpha / beta) (eV): -5.39 / -9.35

The geometry in XYZ format:
```
19
C5H12OS, DFT wB97M-V/def2-TZVPD
S -2.902 -0.032 0.147
O -0.105 1.145 0.764
C 0.058 2.290 -0.099
C 0.334 -0.072 0.287
C 1.390 -0.272 -0.696
C -1.737 -0.658 -1.017
C 0.370 -1.092 1.380
H -1.531 -1.726 -1.209
H -2.310 1.231 0.255
H 2.278 -0.136 -0.081
H 0.550 1.909 -0.966
H 1.403 0.239 -1.681
H -0.874 2.742 -0.287
H -1.787 0.015 -1.787
H 1.347 -1.473 1.476
H -0.029 -0.493 2.237
H 1.341 -1.277 -1.003
H 0.709 2.960 0.518
H -0.279 -1.854 1.236
```

Results of the natural (NBO) charge analysis, in e, for atoms 1 through 5: number 1, S, carries 0.03; number 2, O, carries -0.54; number 3, C, carries -0.25; number 4, C, carries 0.34; number 5, C, carries -0.72

(2)
A cluster of 2 separate species, C5H12OS2 in total. Source: the OMol25 dataset; level of theory: wB97M-V/def2-TZVPD.

Calculated values
2S+1: 2
Net charge: -1
Orbital gap (alpha / beta) (eV): 2.73 / 8.04
HOMO (alpha / beta) (eV): 0.60 / -4.73

The geometry in XYZ format:
```
20
C5H12OS2, DFT wB97M-V/def2-TZVPD
S -0.658 2.032 -2.342
S -2.557 2.023 -1.514
O 1.037 1.140 0.586
C 1.395 -0.753 1.971
C -0.554 0.320 -2.930
C -2.279 1.373 0.167
C 1.755 -2.207 2.104
C 1.287 -0.171 0.781
H 0.345 0.237 -3.528
H 2.724 -2.326 2.592
H -0.500 -0.371 -2.085
H 1.224 -0.172 2.868
H -1.666 2.064 0.737
H 1.812 -2.687 1.127
H -1.819 0.388 0.154
H 1.021 -2.756 2.698
H 0.746 1.247 -0.336
H -3.267 1.288 0.620
H -1.429 0.089 -3.543
H 1.384 -0.761 -0.126
```

Results of the natural (NBO) charge analysis, in e, for atoms 1 through 5: number 1, S, carries -0.37; number 2, S, carries -0.23; number 3, O, carries -0.70; number 4, C, carries -0.33; number 5, C, carries -0.82

(3)
A structure of composition C5H12OS3. Source: the OMol25 dataset; level of theory: wB97M-V/def2-TZVPD.

Calculated values
2S+1: 1
Net charge: 0
Orbital gap (eV): 7.45
HOMO (eV): -8.27

The geometry in XYZ format:
```
21
C5H12OS3, DFT wB97M-V/def2-TZVPD
S 1.537 0.544 -0.374
S 0.527 2.849 -0.168
S -3.240 -1.305 -0.522
O 1.682 -2.221 0.682
C -2.109 -0.308 0.417
C -0.431 1.547 0.648
C 2.739 -1.951 -0.134
C -1.488 0.959 -0.282
C 2.754 -0.600 -0.679
H 3.472 -0.291 -1.440
H -1.111 0.628 -1.212
H 0.779 -1.622 0.045
H -0.975 1.964 1.581
H -2.272 1.827 -0.388
H 3.656 -2.174 0.477
H -4.428 -0.430 -0.219
H -0.642 3.509 -0.338
H -2.464 0.008 1.450
H 2.909 -2.774 -0.952
H -1.073 -0.908 0.411
H 0.178 0.748 0.997
```

Results of the natural (NBO) charge analysis, in e, for atoms 1 through 5: number 1, S, carries -0.02; number 2, S, carries 0.00; number 3, S, carries -0.01; number 4, O, carries -0.69; number 5, C, carries -0.56

no.,electronic energy (eV)
1,-18256.6199
2,-29096.2598
3,-39927.3994